# C33H52ClN4O4P

A cluster of 5 separate species, C33H52ClN4O4P in total (wB97M-V/def2-TZVPD, OMol25).

```
95
C33H52ClN4O4P (wB97M-V/def2-TZVPD)
C 9.8879 -0.2015 0.1581
C 8.2780 -0.0038 0.2089
O 8.0464 1.3854 -0.1122
C 6.6861 1.6177 -0.5412
C 6.3726 1.0389 -1.9990
C 4.8908 0.4694 -2.1944
C 4.4302 -0.5606 -1.0382
C 3.4476 -1.6555 -1.6568
P 2.7671 -2.9122 -0.4189
C 0.9873 -3.2851 -1.0741
C -0.1749 -2.5995 -0.1535
C -1.6324 -2.9886 -0.7717
C -2.4326 -1.7440 -1.3676
C -2.7364 -0.5852 -0.2860
C -4.2909 -0.2360 -0.4251
O -4.6668 0.9250 0.3636
C -5.9416 1.4138 -0.0276
C -7.1918 1.4094 0.9755
O -6.1128 1.8974 -1.1664
C 2.5343 -2.1773 1.3148
C 3.8585 -2.0990 2.2024
O 4.8384 -1.3741 2.0001
Cl 3.9457 -3.1491 3.7342
H 10.2886 0.4739 0.9983
H 10.2222 0.1910 -0.8555
H 10.1455 -1.2930 0.3393
H 7.8212 -0.7406 -0.5287
H 7.8657 -0.2783 1.2476
H 6.5352 2.7568 -0.5932
H 5.9986 1.2205 0.2763
H 7.0957 0.1969 -2.3079
H 6.5558 1.8785 -2.7642
H 4.8692 -0.0283 -3.2315
H 4.1285 1.3276 -2.2359
H 5.3850 -1.0201 -0.6053
H 3.9760 0.0733 -0.2098
H 4.0250 -2.2268 -2.4680
H 2.5514 -1.1165 -2.1420
H 0.8083 -4.3934 -1.2452
H 0.8835 -2.7726 -2.1025
H -0.1607 -3.0242 0.9035
H 0.0063 -1.4795 -0.0898
H -1.4042 -3.7171 -1.6360
H -2.2221 -3.5962 -0.0002
H -3.4303 -2.1497 -1.7678
H -1.8410 -1.2780 -2.2364
H -2.1698 0.3670 -0.5842
H -2.4413 -0.8978 0.7768
H -4.9252 -1.1236 -0.0591
H -4.5425 -0.0646 -1.5328
H -8.0957 1.7888 0.3834
H -7.4240 0.3502 1.3322
H -7.0446 2.1447 1.8432
H 1.8124 -2.8749 1.8743
H 2.0224 -1.1440 1.2907
N -4.9453 2.5519 -4.9115
C -5.6683 2.9776 -5.9952
C -6.8521 3.4985 -5.5352
C -6.8406 3.3883 -4.1213
C -5.6501 2.8030 -3.7650
H -4.0366 2.1219 -4.9520
H -5.2794 2.8717 -6.9963
H -7.6388 3.9138 -6.1474
H -7.6176 3.7029 -3.4399
H -5.2460 2.5435 -2.7978
N -0.7450 -6.3341 1.3417
C -2.0077 -6.6510 1.7678
C -1.9911 -6.6989 3.1412
C -0.6714 -6.3919 3.5578
C 0.0702 -6.1696 2.4250
H -0.4611 -6.2353 0.3811
H -2.8055 -6.8160 1.0599
H -2.8350 -6.9269 3.7749
H -0.3065 -6.3385 4.5726
H 1.1091 -5.9082 2.2906
N 3.7916 0.4869 4.1701
C 3.0435 1.6264 4.3033
C 3.1350 2.0441 5.6078
C 3.9740 1.1262 6.2861
C 4.3666 0.1775 5.3735
H 3.9023 -0.0396 3.3209
H 2.5109 2.0396 3.4603
H 2.6527 2.9145 6.0271
H 4.2600 1.1564 7.3270
H 5.0023 -0.6884 5.4766
N -6.4839 5.8456 -1.6420
C -6.0767 4.9494 -0.6912
C -5.4462 5.6508 0.3083
C -5.4803 7.0214 -0.0512
C -6.1292 7.1112 -1.2579
H -6.9693 5.6102 -2.4921
H -6.2681 3.8914 -0.8072
H -5.0100 5.2247 1.1998
H -5.0754 7.8499 0.5109
H -6.3673 7.9637 -1.8754
```

Properties
DFT total energy in eV: -71020.797
HOMO energy in eV: -7.9
SMILES: CCOCCCCCP(CCCCCCOC(C)=O)CC(=O)Cl.c1cc[nH]c1.c1cc[nH]c1.c1cc[nH]c1.c1cc[nH]c1

Atom charges from the Mulliken analysis, given in e for atoms 1 to 8: atom 1 (C): -1.10, atom 2 (C): 0.04, atom 3 (O): -0.38, atom 4 (C): -0.20, atom 5 (C): -0.63, atom 6 (C): -0.69, atom 7 (C): -0.06, atom 8 (C): -0.77


# C33H52F3O17SY

A structure of composition C33H52F3O17SY (wB97M-V/def2-TZVPD, OMol25).

```
107
C33H52F3O17SY (wB97M-V/def2-TZVPD)
Y -2.1364 3.8815 1.8448
C -0.1900 -0.0702 1.1383
F 0.7297 -0.9999 1.0885
F -1.1024 -0.2759 0.1677
F -0.8312 -0.1144 2.3102
S 0.5642 1.5868 0.9071
O 0.6844 1.7490 -0.5012
O -0.4692 2.4826 1.5563
O 1.7494 1.4429 1.6847
C -1.2149 -0.3362 5.7733
C -2.4836 0.2327 6.3980
C -2.0699 0.3265 7.8627
O -1.2477 -0.8124 8.0944
C -0.6993 -1.2900 6.8719
H -0.4897 0.3579 5.3339
H -1.4701 -0.8731 4.8454
H -3.3593 -0.3893 6.2215
H -2.7177 1.2431 6.0373
H -2.9247 0.3109 8.5361
H -1.4603 1.2200 8.0383
H -1.1070 -2.2793 6.6576
H 0.3881 -1.2874 6.9162
C 2.3931 0.2480 -4.0761
C 1.9128 -0.2301 -5.4452
C 0.8263 0.7684 -5.8105
O 1.0718 1.9704 -5.0693
C 2.1104 1.7636 -4.1054
H 3.4636 0.0495 -3.9904
H 1.9483 -0.1413 -3.1547
H 1.6145 -1.2784 -5.4519
H 2.7443 -0.1669 -6.1480
H -0.1759 0.4171 -5.5020
H 0.7162 0.9423 -6.8815
H 1.7641 2.0146 -3.1051
H 3.0079 2.2990 -4.4146
O -2.1540 3.6100 -0.4215
C -1.9688 3.3131 -1.6305
O -2.9661 2.9040 -2.3271
C -2.5890 2.7076 -3.7228
C -1.2976 3.5205 -3.8792
C -0.7358 3.4932 -2.4555
H -3.3633 3.0853 -4.3769
H -2.3735 1.6534 -3.8765
H -1.5208 4.5635 -4.1030
H -0.5774 3.1106 -4.5810
H -0.1999 4.3866 -2.1364
H -0.0418 2.6590 -2.3043
O -3.0087 1.7368 1.5155
C -3.7942 0.7774 1.6384
O -4.1815 0.4045 2.8127
C -5.1791 -0.6291 2.6755
C -4.9186 -1.2638 1.3187
C -4.2846 -0.1141 0.5442
H -6.2077 -0.2657 2.7657
H -5.1679 -1.3473 3.4954
H -5.8228 -1.6479 0.8500
H -4.2870 -2.1531 1.3539
H -5.0915 0.4850 0.0934
H -3.5189 -0.3446 -0.1886
O -1.4645 -5.0382 5.7258
C -1.2350 -4.4596 4.7075
O -0.0307 -3.8913 4.4604
C -0.0222 -3.1422 3.2561
C -1.3753 -3.4160 2.5672
C -2.2579 -3.9940 3.6801
H 0.7892 -3.4233 2.5877
H 0.0869 -2.0810 3.4772
H -1.2146 -4.1735 1.8040
H -1.8319 -2.5054 2.1785
H -2.8407 -4.8315 3.3042
H -2.9417 -3.3176 4.1904
O 5.8853 0.4621 -1.5699
C 5.1413 -0.4494 -1.3979
O 4.9881 -1.4555 -2.2812
C 3.9225 -2.3415 -1.8715
C 3.7811 -2.1169 -0.3447
C 4.2433 -0.6605 -0.1915
H 4.2715 -3.3373 -2.1374
H 3.0577 -2.1054 -2.4958
H 4.4212 -2.8740 0.1014
H 2.7449 -2.3653 -0.1127
H 4.8237 -0.5774 0.7248
H 3.4129 0.0439 -0.1709
O -3.2903 -2.2630 -1.6438
C -2.3762 -2.4989 -2.3991
O -2.5799 -2.8049 -3.6799
C -1.3325 -2.9102 -4.4197
C -0.2588 -3.0981 -3.3470
C -0.8706 -2.4063 -2.1280
H -1.2247 -2.0138 -5.0226
H -1.4275 -3.8084 -5.0223
H 0.5962 -2.4522 -3.5710
H 0.0939 -4.0969 -3.1234
H -0.6861 -1.3304 -2.0561
H -0.6574 -2.8326 -1.1503
O 6.0148 4.8835 -2.4647
C 5.1685 4.4553 -1.7566
O 3.8507 4.3755 -2.1531
C 3.1765 3.3843 -1.3478
C 3.8213 3.6907 0.0004
C 5.2942 3.8010 -0.3924
H 3.4319 2.4022 -1.7610
H 2.0940 3.4554 -1.3717
H 3.6067 2.9117 0.7328
H 3.3532 4.6272 0.3145
H 5.7141 2.7966 -0.4651
H 5.8433 4.3764 0.3472
```

Properties
ΔE to the lowest compared entry with this formula, charge and spin in kcal/mol: 0.0
DFT total energy in eV: -89887.525
HOMO energy in eV: -13.1
Net charge: +2

Atom charges from the Mulliken analysis, given in e for atoms 1 to 8: atom 1 (Y): 2.06, atom 2 (C): 0.16, atom 3 (F): -0.05, atom 4 (F): -0.14, atom 5 (F): -0.20, atom 6 (S): 0.47, atom 7 (O): -0.25, atom 8 (O): -0.36


# C33H53BaN2O2P2S

A structure of composition C33H53BaN2O2P2S (wB97M-V/def2-TZVPD, OMol25).

```
94
C33H53BaN2O2P2S (wB97M-V/def2-TZVPD)
C -1.6740 -1.4589 -1.9171
C 0.6394 -1.8110 -1.8724
C -1.8654 -2.5387 -2.7876
C 0.4987 -2.9773 -2.6472
C -0.7674 -3.3363 -3.1102
H -2.8631 -2.7323 -3.1911
H 1.3719 -3.5682 -2.9122
H -0.9136 -4.2091 -3.7488
N -0.4631 -1.1809 -1.3986
P -3.0427 -0.2238 0.2470
P 3.2045 -0.4700 -0.4925
C -2.8268 -0.5101 -1.5661
H -2.6518 0.4704 -2.0412
H -3.7632 -0.8842 -2.0001
C 1.9501 -1.0351 -1.8194
H 2.6283 -1.3726 -2.6192
C 4.7325 0.2416 -1.2237
C 3.4197 -1.3255 1.0774
C -3.9293 1.4469 0.3444
C -4.0551 -1.7214 0.7618
C 4.9371 1.6606 -0.6359
H 5.0821 1.6381 0.4501
H 5.8264 2.1102 -1.1032
H 4.0775 2.3098 -0.8491
C 5.9822 -0.6237 -0.9550
H 6.2587 -0.6904 0.1029
H 5.8683 -1.6404 -1.3551
H 6.8232 -0.1475 -1.4800
C 4.6202 0.3825 -2.7589
H 5.5341 0.8930 -3.1051
H 4.5526 -0.5921 -3.2660
H 3.7764 1.0133 -3.0680
C 4.3478 -0.4936 1.9836
H 3.8760 0.4576 2.2685
H 4.5362 -1.0786 2.8944
H 5.3168 -0.2690 1.5284
C 2.1109 -1.5825 1.8660
H 1.7938 -0.6867 2.4339
H 1.2929 -1.9905 1.2467
H 2.3373 -2.3432 2.6255
C 4.0661 -2.6809 0.7312
H 5.0549 -2.5716 0.2738
H 4.1810 -3.2421 1.6666
H 3.4403 -3.2603 0.0402
C -4.7483 -1.4518 2.1121
H -5.2482 -2.3802 2.4332
H -4.0303 -1.1700 2.8972
H -5.5225 -0.6742 2.0345
C -3.0459 -2.8809 0.9241
H -2.4888 -3.0694 -0.0051
H -2.3208 -2.6845 1.7304
H -3.6036 -3.7956 1.1820
C -5.1061 -2.1175 -0.2846
H -5.7459 -2.8995 0.1541
H -5.7581 -1.2815 -0.5673
H -4.6541 -2.5402 -1.1913
C -3.1249 2.5021 -0.4497
H -3.1467 2.3255 -1.5331
H -3.5830 3.4866 -0.2726
H -2.0680 2.5834 -0.1343
C -4.0033 1.8818 1.8249
H -3.0083 1.9780 2.2930
H -4.4876 2.8689 1.8647
H -4.5996 1.1890 2.4325
C -5.3364 1.3135 -0.2419
H -5.3273 0.9795 -1.2892
H -5.9746 0.6406 0.3450
H -5.8096 2.3069 -0.2156
Ba -0.0993 0.4521 1.0219
C -0.8708 -1.6836 3.4324
O -1.3543 -2.0723 4.3999
N 2.1170 0.8391 -0.4110
C 1.6880 0.3738 -1.6479
C 1.1520 1.2303 -2.6789
C 0.9028 2.6030 -2.4287
C 1.0492 0.7039 -3.9916
C 0.6180 3.4448 -3.5062
H 0.9552 2.9788 -1.3958
C 0.8386 1.5725 -5.0590
H 1.1525 -0.3690 -4.1431
C 0.6511 2.9403 -4.8203
H 0.3923 4.5053 -3.3254
H 0.8403 1.1725 -6.0749
H 0.5562 3.6227 -5.6631
C -0.1559 3.6230 4.7675
S 0.4880 1.9585 4.6490
C -0.5121 1.1978 5.9416
O -0.1193 1.4245 3.3364
H -0.0904 3.9416 5.8083
H -1.1855 3.6374 4.4063
H 0.4839 4.2558 4.1472
H -1.5707 1.3516 5.7102
H -0.2729 0.1304 5.9793
H -0.2347 1.6792 6.8840
```

Properties
ΔE to the lowest compared entry with this formula, charge and spin in kcal/mol: 32.4
DFT total energy in eV: -72255.323
HOMO energy (spin up / spin down) in eV: -6.0 / -6.0
Net charge: +1

Atom charges from the Mulliken analysis, given in e for atoms 1 to 8: atom 1 (C): -1.04, atom 2 (C): -0.96, atom 3 (C): -0.48, atom 4 (C): -0.57, atom 5 (C): -1.08, atom 6 (H): 0.45, atom 7 (H): 0.55, atom 8 (H): 0.42


# C33H53Br21N2O4

A cluster of 11 separate species, C33H53Br21N2O4 in total (wB97M-V/def2-TZVPD, OMol25).

```
113
C33H53Br21N2O4 (wB97M-V/def2-TZVPD)
C -4.0647 1.1438 -4.5397
C -3.4032 1.5065 -3.2599
C -3.5885 0.6646 -2.2653
C -3.0606 0.8924 -1.0811
C -2.3409 1.9600 -0.9445
C -2.1282 2.8278 -1.9190
C -2.6906 2.6119 -3.0998
C -2.5070 3.6041 -4.2100
C -3.7829 4.3807 -4.5314
C -3.4912 5.7168 -5.1422
Br -4.8797 4.7017 -2.9281
C -1.2558 3.9264 -1.4344
O -1.0416 5.0172 -1.9186
N -0.7239 3.4531 -0.1843
C 0.5559 2.7679 -0.3200
O 1.1674 2.7230 0.9703
N 1.3528 1.3639 1.3699
O 1.1979 1.2479 2.5129
C -1.6521 2.4837 0.2723
O -1.8814 2.1744 1.4202
H -3.8160 0.1418 -4.8320
H -3.8435 1.8093 -5.3462
H -5.1252 1.1666 -4.3652
H -4.1930 -0.2112 -2.4168
H -3.1774 0.2688 -0.2248
H -2.2115 3.0158 -5.0614
H -1.7396 4.2854 -3.9207
H -4.4036 3.7958 -5.1664
H -3.2453 5.6190 -6.1833
H -2.7219 6.2400 -4.6075
H -4.3826 6.3086 -5.1047
H 0.4475 1.7402 -0.6380
H 1.2222 3.3266 -0.9373
Br -3.4699 -3.8514 -4.0127
C -5.4072 -3.9565 -4.1378
C -6.0177 -2.5952 -4.3214
Br -6.0229 -1.5878 -2.6565
H -5.7559 -4.4558 -3.2413
H -5.6082 -4.5818 -5.0037
H -7.0621 -2.6785 -4.6110
H -5.4879 -1.9932 -5.0514
Br -2.8410 -1.5545 1.5108
C -3.0976 -0.2673 2.9436
C -2.2523 -0.5840 4.1380
Br -2.9798 -2.0506 5.1932
H -4.1587 -0.2405 3.1646
H -2.7893 0.6851 2.5166
H -2.2275 0.2696 4.8039
H -1.2392 -0.8612 3.8743
Br 1.4750 3.2495 -7.2352
C 0.9465 4.2480 -5.6516
C 1.7765 3.8752 -4.4552
Br 1.2481 2.1527 -3.7195
H -0.1106 4.0636 -5.5032
H 1.0998 5.2935 -5.9068
H 1.6216 4.5909 -3.6496
H 2.8367 3.8054 -4.6744
Br 2.3843 -3.7576 3.4081
C 2.0334 -2.6482 4.9674
C 2.9464 -2.9952 6.1103
Br 2.4090 -4.6484 6.9830
H 0.9854 -2.7759 5.2128
H 2.2090 -1.6264 4.6378
H 2.8923 -2.2311 6.8814
H 3.9768 -3.1248 5.7997
Br 6.3359 -1.7474 -1.0449
C 5.1307 -1.8973 0.4758
C 3.7883 -1.2918 0.1709
Br 3.8473 0.6513 0.2202
H 5.6256 -1.4304 1.3196
H 5.0311 -2.9654 0.6601
H 3.0601 -1.5779 0.9283
H 3.4178 -1.5691 -0.8092
Br -1.6041 6.7513 5.2222
C -1.1142 5.3870 3.9227
C -2.1199 4.2717 3.8797
Br -1.9387 3.0783 5.4100
H -0.1200 5.0449 4.1852
H -1.0804 5.9005 2.9657
H -1.9501 3.6454 3.0059
H -3.1445 4.6253 3.8789
Br 4.4622 -6.8824 1.8293
C 2.5307 -7.1215 1.8608
C 2.0585 -7.9328 0.6864
Br 2.0558 -6.8849 -0.9525
H 2.0911 -6.1330 1.8947
H 2.3204 -7.6404 2.7924
H 1.0277 -8.2452 0.8322
H 2.6781 -8.8027 0.5016
Br -4.1927 0.2227 7.9451
C -4.4495 -1.4119 8.9601
C -5.9017 -1.6583 9.2641
Br -6.5456 -0.5078 10.6941
H -3.8398 -1.3270 9.8522
H -4.0553 -2.2042 8.3267
H -6.0457 -2.6732 9.6259
H -6.5429 -1.4842 8.4079
Br 9.3618 -7.9790 -2.3316
C 8.1502 -8.0287 -0.8093
C 6.8351 -7.3676 -1.1184
Br 6.9822 -5.4288 -1.1136
H 8.6691 -7.5612 0.0197
H 8.0030 -9.0845 -0.5965
H 6.1041 -7.6008 -0.3495
H 6.4406 -7.6496 -2.0879
Br 5.1200 4.3848 -1.4058
C 6.5906 4.3953 -2.6812
C 6.0874 4.4645 -4.0966
Br 5.3870 2.7490 -4.6837
H 7.1824 3.5079 -2.4886
H 7.1738 5.2805 -2.4410
H 6.8990 4.6946 -4.7821
H 5.2931 5.1918 -4.2229
```

Properties
DFT total energy in eV: -1517140.966
HOMO energy in eV: -9.6
SMILES: Cc1ccc2c(c1C[C@H](C)Br)C(=O)N(CON=O)C2=O.BrCCBr.BrCCBr.BrCCBr.BrCCBr.BrCCBr.BrCCBr.BrCCBr.BrCCBr.BrCCBr.BrCCBr

Atom charges from the Mulliken analysis, given in e for atoms 1 to 8: atom 1 (C): -1.80, atom 2 (C): 1.34, atom 3 (C): -0.06, atom 4 (C): -0.38, atom 5 (C): 0.75, atom 6 (C): 0.03, atom 7 (C): 1.17, atom 8 (C): -1.53


Question: The highest DFT total energy belongs to which entry?
Answer: C33H52ClN4O4P